42
Properties=species:S:1:pos:R:3:forces:R:3:nbo_charge:R:1 method="wB97M-V/def2-TZVPD" charge=+3 total_energy_ha=-2064.05232 multiplicity=5 de_lowest_ev=3.261 homo_ev="-17.96 / -19.09" molar_mass_g_mol=592.71
C -1.96378 0.30060 0.39089 -4.155 -1.649 -1.937 -0.41
I 1.75072 0.93909 3.14744 0.726 0.007 0.126 0.66
H -2.72832 0.21444 -0.52340 2.649 0.021 0.700 0.31
H -2.16586 1.23143 0.87337 -0.079 0.700 -0.670 0.20
H -2.28068 -0.46557 1.09025 -1.121 0.186 -0.905 0.20
Pt 0.18560 -0.21902 -1.39806 -1.643 1.694 2.623 0.50
P 0.55673 2.03412 -0.84368 0.641 4.473 -0.352 0.93
C 0.35813 3.49091 0.37231 -0.518 -0.253 1.813 -0.91
C 2.31712 2.48787 -1.23555 -0.086 -0.590 -0.169 -0.93
H 2.57845 3.59020 -1.18758 -0.658 -1.355 -0.137 0.29
H -0.76086 3.85192 -2.14512 0.658 -0.423 0.613 0.30
H 2.46916 2.05993 -2.24957 0.540 0.315 0.668 0.27
H -0.48930 2.32190 -2.96285 -0.181 0.102 -0.053 0.27
H 0.90865 3.30082 1.30823 -0.013 0.095 -0.189 0.21
H 2.90844 1.93873 -0.45017 -0.243 0.453 -0.983 0.25
C -0.67027 2.76020 -1.97818 -0.677 -0.233 -1.490 -0.98
H 0.78280 4.45835 -0.00338 -0.260 -1.195 -0.386 0.31
H -1.68875 2.43179 -1.69572 0.465 -0.018 0.067 0.25
H -0.68893 3.73906 0.67391 0.539 -0.384 -0.439 0.24
P 0.52925 -2.37926 -0.95322 0.470 -2.515 0.248 1.08
C 0.22289 -3.55589 0.37802 -0.318 -0.409 1.447 -1.00
C -0.77077 -2.91228 -2.09137 -0.437 0.012 -1.212 -0.99
H 2.48161 -2.20199 -2.26354 0.484 -0.585 0.655 0.28
H 2.55740 -3.77996 -1.20811 -0.133 1.372 -0.250 0.29
H 2.84633 -2.08079 -0.45349 -0.496 -0.853 -1.125 0.26
C 2.31504 -2.67516 -1.26923 -0.330 0.200 0.006 -0.94
H -0.60097 -2.41484 -3.04989 -0.044 -0.348 -0.122 0.28
H -0.87584 -3.99495 -2.25982 0.298 0.224 0.222 0.30
H 0.58273 -4.53745 0.02748 -0.110 0.335 -0.268 0.31
H -0.84010 -3.71995 0.66315 0.605 0.298 -0.329 0.27
H -1.75816 -2.52491 -1.76126 0.603 -0.242 0.183 0.27
H 0.82775 -3.37726 1.28064 -0.151 0.066 -0.233 0.25
Cl 0.63979 -0.03970 -3.50875 0.484 0.049 -1.186 -0.26
N -1.39813 0.71975 3.44272 0.891 -0.400 -1.572 -0.51
C -1.37714 -0.70242 3.54535 0.443 0.657 -0.458 0.04
C -0.84704 -1.17675 2.36166 0.993 0.925 -0.108 -0.07
N -0.46557 -0.13956 1.50957 -0.301 1.062 2.314 -0.45
C -0.84574 0.98779 2.20895 1.406 0.188 1.965 0.22
H -1.52660 1.56399 4.08095 -0.381 -2.048 -0.385 0.51
H -1.62781 -1.36693 4.36592 -0.375 0.755 0.310 0.31
H -0.65388 -2.15478 1.96888 -0.328 -0.402 0.642 0.28
H -0.79409 1.99649 1.80220 0.145 -0.286 0.353 0.29